Entry 1:
DFT (the ωB97M-V functional and the def2-TZVPD basis) results for a cluster of 3 separate species, C3H12NO2 in total in a non-equilibrium geometry.

Geometry as XYZ:
```
18
C3H12NO2 the ωB97M-V functional and the def2-TZVPD basis
C 0.64780 -1.59202 -0.44761
C 1.51762 -0.46017 -0.05131
C 2.24903 -0.37912 1.11207
N 1.20635 0.76743 -0.78005
H -0.34742 -1.48902 0.03034
H 0.53012 -1.64573 -1.52678
H 1.10122 -2.53584 -0.13724
H 3.21839 0.13064 1.20520
H 1.93582 -0.86444 2.03151
H 1.03627 0.55608 -1.77123
H 1.92611 1.50221 -0.77066
H 0.24935 1.20156 -0.39611
H -2.01804 0.95452 0.04105
H -1.17905 1.78207 1.03465
O -1.08469 1.35161 0.18510
H -3.89443 0.37435 0.84043
H -3.74644 0.25725 -0.72629
O -3.34801 0.08863 0.12693
```

Results
Net charge: +2
HOMO energy (spin up / spin down): -0.7153 / -0.7153 Ha
HOMO-LUMO gap (spin up / spin down): 8.88 / 6.48 eV
2S+1: 2

natural (NBO) population analysis, charges in e, atoms 1 to 4: -0.728, 0.453, -0.076, -0.770


Entry 2:
DFT (the ωB97M-V functional and the def2-TZVPD basis) results for a structure of composition C11H6N2O6Tl in a non-equilibrium geometry.

Geometry as XYZ:
```
26
C11H6N2O6Tl the ωB97M-V functional and the def2-TZVPD basis
O 4.00591 2.59110 -2.54979
C 2.89993 2.42642 -2.33288
Tl 0.31247 2.20138 -1.76288
O -1.53231 4.91722 -3.81784
C -0.86202 4.16065 -3.29477
C -2.45757 1.73719 -1.12123
O -3.54312 1.52796 -0.84521
C 0.17287 3.68039 0.50142
O -0.18739 4.30612 1.38416
C -0.35327 0.32036 -3.63943
O -0.88051 -0.37161 -4.37670
N -0.37026 -3.43384 3.42693
C 0.39531 -3.37415 2.30222
O 1.13068 -4.30580 1.98520
C 0.31957 -2.11020 1.48060
C -0.42605 -0.98826 1.86100
C -0.47502 0.13379 1.01594
N 0.17856 0.16316 -0.16458
C 0.94714 -0.89047 -0.51443
C 1.03262 -2.03755 0.27623
H -0.35996 -4.30221 3.93460
H -1.07571 -2.75940 3.66487
H -0.98286 -0.95518 2.80159
H -1.04512 1.02363 1.29650
H 1.50557 -0.78999 -1.44636
H 1.65052 -2.87071 -0.06515
```

Results
Net charge: +3
HOMO energy (spin up / spin down): -0.7326 / -0.7644 Ha
HOMO-LUMO gap (spin up / spin down): 5.42 / 6.95 eV

natural (NBO) population analysis, charges in e, atoms 1 to 4: -0.304, 0.547, 0.776, -0.316


Entry 3:
DFT (the ωB97M-V functional and the def2-TZVPD basis) results for a structure of composition C19H22BrF4IN5O2SZn.

Geometry as XYZ:
```
56
C19H22BrF4IN5O2SZn the ωB97M-V functional and the def2-TZVPD basis
Zn -0.42860 0.66210 0.06950
C -0.12680 -2.50900 2.32800
N 0.03640 -2.09020 0.94750
C 1.09080 -2.87220 0.31540
C -1.23100 -2.25720 0.24690
C -1.16520 -1.82730 -1.21560
N -0.31610 -0.67210 -1.38110
C -0.07580 -0.24580 -2.62090
C 0.96450 0.70050 -2.80980
F 1.73580 0.96660 -1.72250
C 1.22990 1.30860 -4.01030
F 2.23620 2.20240 -4.11030
C 0.49760 0.99050 -5.14520
C -0.46890 0.01030 -5.01660
F -1.17640 -0.34540 -6.11350
C -0.73510 -0.62370 -3.82040
F -1.66470 -1.61920 -3.84420
H -0.44000 -3.56280 2.39610
H -0.88470 -1.89380 2.81020
H 0.81380 -2.39280 2.86360
H 0.79160 -3.92210 0.16220
H 1.97500 -2.86670 0.94970
H 1.35070 -2.43980 -0.64860
H -1.97670 -1.65780 0.77100
H -1.57460 -3.30750 0.28410
H -2.19310 -1.63130 -1.54640
H -0.77080 -2.64860 -1.82690
H 0.67420 1.47930 -6.08460
I -2.82580 1.34720 0.17420
C 2.01960 0.15930 6.04500
N 1.20110 0.65770 4.96630
C -0.04210 0.31860 4.58060
S -0.62160 0.94450 3.15010
N -0.84900 -0.51190 5.28450
C -0.83220 -0.78390 6.70410
H 2.99120 0.64370 5.98020
H 2.17000 -0.92100 5.96920
H 1.58580 0.39760 7.01670
H 1.65670 1.25680 4.29650
H -1.76500 -0.54280 4.86000
H -0.86820 0.13670 7.29210
H 0.04610 -1.36330 6.98470
H -1.71630 -1.36890 6.94300
Br 3.80080 -1.70520 2.84820
C 3.49280 0.16470 2.66570
C 4.15110 1.01190 3.54220
N 3.95390 2.31810 3.54300
C 3.14100 2.82590 2.63160
C 2.47070 2.05940 1.68240
C 2.62850 0.67900 1.71510
C 1.61070 2.80430 0.65470
O 2.00570 3.90430 0.31520
O 0.55370 2.22720 0.27880
H 4.86030 0.62950 4.26580
H 3.01100 3.89870 2.64120
H 2.09590 0.04140 1.02280
```

Results
Net charge: -1
HOMO energy: -0.1664 Ha
HOMO-LUMO gap: 6.61 eV

natural (NBO) population analysis, charges in e, atoms 1 to 4: 1.581, -0.415, -0.451, -0.432


Entry 4:
DFT (the ωB97M-V functional and the def2-TZVPD basis) results for a cluster of 6 separate species, C31H51Br3N2O11P in total in a non-equilibrium geometry.

Geometry as XYZ:
```
99
C31H51Br3N2O11P the ωB97M-V functional and the def2-TZVPD basis
C -0.10705 5.74256 -2.70639
C -0.48027 5.19829 -1.55059
C -0.30974 3.74878 -1.23903
C 0.88697 3.37081 -0.72042
N 1.93192 4.29895 -0.44067
C 1.11199 2.04093 -0.40516
C 2.43000 1.63854 0.21323
O 2.48063 1.05864 1.27338
O 3.50346 2.01056 -0.51160
C 4.74847 1.65970 0.08637
C 5.16342 2.64786 1.19880
O 4.70388 2.68404 2.29362
Br 6.58862 3.92252 0.72441
C 0.11152 1.11985 -0.66279
C 0.41162 -0.31349 -0.30095
C 1.34668 -0.89915 -1.39656
C 0.65687 -1.11592 -2.73365
Br 2.09178 -2.59022 -0.76606
C -1.08999 1.54093 -1.19033
C -2.12119 0.46071 -1.43717
C -3.15463 0.28742 -0.26341
C -3.13151 1.42206 0.75965
Br -4.95979 -0.10176 -0.91977
N -1.31928 2.85502 -1.46677
P -2.80465 3.55036 -2.09691
O -3.92416 2.65051 -2.30189
O -3.25892 4.75122 -1.19034
O -2.40917 4.20483 -3.50637
H 0.73548 5.31718 -3.25086
H -0.66228 6.56819 -3.13589
H -0.89230 5.85027 -0.78139
H 2.35177 4.62878 -1.30469
H 1.53693 5.12580 -0.00123
H 4.80416 0.62411 0.42429
H 5.49574 1.76157 -0.70044
H 0.97386 -0.39151 0.62782
H -0.46359 -0.94778 -0.18052
H 2.18238 -0.20383 -1.51400
H 1.33060 -1.59125 -3.44171
H -0.24747 -1.71537 -2.61024
H 0.36107 -0.16069 -3.19319
H -2.62131 0.58789 -2.39894
H -1.63691 -0.50357 -1.52042
H -2.87939 -0.62221 0.26911
H -2.17009 1.37203 1.28896
H -3.88199 1.18692 1.51239
H -3.29219 2.41110 0.35052
H -4.12429 4.52446 -0.81110
H -1.87008 3.53060 -3.95037
C -6.66756 2.49792 -3.30646
C -7.95950 3.15607 -3.72635
O -8.98022 3.00199 -3.09867
C -7.92113 4.01783 -4.96659
H -6.83448 1.91126 -2.40607
H -6.31693 1.83510 -4.09946
H -5.91663 3.25261 -3.09620
H -7.62005 3.41937 -5.82791
H -7.21964 4.84241 -4.82746
H -8.91184 4.42709 -5.15231
C 1.69169 -3.68385 3.10774
C 1.94643 -5.08795 2.60910
O 1.52621 -5.45745 1.53476
C 2.74230 -5.99726 3.50754
H 1.10976 -3.13812 2.36649
H 1.13115 -3.71665 4.04323
H 2.63915 -3.16551 3.26409
H 2.22790 -6.12749 4.45769
H 3.73124 -5.57968 3.68046
H 2.85023 -6.96884 3.02991
C -3.89332 5.73725 3.45405
C -3.61704 4.28099 3.18394
O -3.83872 3.78376 2.09929
C -3.05396 3.46581 4.31925
H -4.29501 6.20267 2.55615
H -4.62400 5.83517 4.25778
H -2.96967 6.24695 3.73277
H -3.74904 3.46734 5.15962
H -2.09439 3.87832 4.63468
H -2.90425 2.43923 3.98989
C 2.81670 -4.61644 -6.36809
C 3.00835 -4.06900 -4.97728
O 2.22038 -3.28759 -4.49116
C 4.22156 -4.53480 -4.21435
H 1.90862 -4.19994 -6.79897
H 3.66433 -4.34074 -6.99717
H 2.72327 -5.70263 -6.33153
H 5.12950 -4.25562 -4.75124
H 4.18790 -5.61744 -4.08563
H 4.23353 -4.06445 -3.23287
C 5.81532 -8.53964 6.18043
C 4.72876 -7.54469 6.50189
O 4.28764 -6.79670 5.65804
C 4.21526 -7.52203 7.91973
H 6.08951 -8.44879 5.13147
H 6.69577 -8.34155 6.79348
H 5.45888 -9.55409 6.36500
H 5.02753 -7.28054 8.60680
H 3.79063 -8.49311 8.17842
H 3.44029 -6.76381 8.01130
```

Results
Net charge: +1
HOMO energy: -0.3916 Ha
HOMO-LUMO gap: 6.01 eV

Löwdin population analysis, charges in e, atoms 1 to 4: 0.069, -0.148, -0.145, -0.174


no.,DFT total energy (eV)
1,-8870.0567
2,-31428.1047
3,-179875.8927
4,-277887.7395